Record 1
15
Properties=species:S:1:pos:R:3:forces:R:3 method="wB97M-V/def2-TZVPD" spin_multiplicity=1 lumo_energy_ev=1.00 mol_weight_g_mol=61.13 smiles=CCC.N e_above_lowest_kcal_mol=1.0 fmax_ha_per_bohr=0.025 total_energy_ev=-4779.450
C -0.210140 0.235338 1.718318 0.1792 -1.2452 0.0887
C 1.141286 -0.425476 1.419414 -0.7597 -0.4167 -0.1755
C 1.012548 -1.610210 0.446946 0.1974 0.8592 -0.2328
H -0.639753 0.555813 0.772578 -0.0460 0.7195 0.1416
H -0.078894 0.969149 2.500966 -0.2364 0.6865 -0.2410
H -0.936344 -0.484192 2.108407 0.1408 -0.1690 0.0732
H 1.600850 -0.757142 2.349135 0.2231 0.1069 0.0186
H 1.760035 0.332560 0.946808 0.3312 0.0417 0.1234
H 1.973585 -1.759695 -0.044587 0.0264 -0.4444 0.1181
H 0.639444 -2.523853 0.895801 0.0956 -0.1177 0.1833
H 0.325291 -1.335220 -0.352060 -0.1546 -0.0197 -0.1072
N -1.513912 1.454061 -3.267015 -0.1777 0.0576 0.0624
H -2.526205 1.395425 -3.322987 0.0708 -0.0670 0.0137
H -1.250304 2.232274 -3.859971 0.0846 0.0069 0.0211
H -1.297488 1.721169 -2.311753 0.0250 0.0012 -0.0876

=====

Record 2
61
Properties=species:S:1:pos:R:3:forces:R:3 method="wB97M-V/def2-TZVPD" spin_multiplicity=1 lumo_energy_ev=-3.19 mol_weight_g_mol=469.30 total_charge=+1 fmax_ha_per_bohr=0.038 total_energy_ev=-54086.849
C 0.861386 -0.976832 1.074869 -0.1072 -0.1933 0.2833
C -0.218780 -0.775777 0.014926 -0.1896 0.2723 0.2550
O -1.447143 -1.184299 0.606384 0.0828 -0.1089 -0.1321
C -0.308401 0.691627 -0.493218 0.2537 -0.7455 -0.1999
O -1.385011 1.384157 0.133532 -0.0991 0.5529 -0.7003
C -1.038109 2.514305 0.793306 0.8162 -0.2371 1.7815
O -0.246238 2.138734 1.949535 -0.1565 -0.0491 -0.3222
O -0.216188 3.398070 0.065347 0.1665 -0.4967 -0.3179
S -0.124328 4.797256 0.869031 0.3977 0.7013 -0.1162
O 0.809834 4.708836 1.932410 -0.1908 -0.2478 0.0130
O 0.045023 5.829836 -0.086197 -0.3081 -0.1825 -0.1499
O -1.600567 4.730289 1.377570 0.1048 -0.1620 0.0909
C -2.200838 3.374803 1.305425 -0.9507 1.1137 -0.0470
C -3.430026 3.580514 0.408545 -0.2653 -0.6658 -0.0090
C -4.081390 2.300547 -0.163006 -0.3210 0.4520 -0.3101
C -5.620927 2.368395 -0.158595 0.1075 -0.1344 0.0589
C -6.284018 1.474504 0.874248 -0.5928 0.1811 -0.1544
O -6.697517 0.243141 0.213783 0.8717 0.1681 -0.1845
C -6.770120 -0.801473 1.058391 -0.1900 -0.2968 0.0824
O -7.598748 -0.924844 1.897399 -0.4201 0.0315 0.5929
B -2.663813 3.038308 2.813614 0.2260 -0.3328 0.0435
O -3.572560 2.005256 3.006919 0.5592 -0.0345 -0.0159
O -2.184238 3.784011 3.849499 0.0882 -0.2376 -0.3487
H 1.256359 -0.041837 1.467123 0.0108 0.0930 -0.0219
H 1.698232 -1.578699 0.724797 0.0499 0.0455 -0.1745
H 0.420147 -1.531446 1.902003 0.0183 -0.0159 0.0633
H -0.009712 -1.414727 -0.847006 0.0554 0.0111 -0.0868
H -2.135321 -1.171597 -0.068568 -0.0720 0.0516 0.0778
H -0.488797 0.679405 -1.567061 -0.1560 0.2159 -0.0457
H 0.644385 1.176766 -0.302383 0.0025 0.2255 -0.0512
H -0.500500 1.239580 2.190408 -0.0795 -0.0386 -0.0817
H -4.182534 4.076195 1.024220 0.0785 0.1794 0.0787
H -3.201767 4.270685 -0.400710 0.1879 0.0371 -0.0153
H -3.759244 2.216119 -1.199482 0.2209 -0.2726 0.0343
H -3.756692 1.415445 0.374365 0.0299 -0.0943 -0.0134
H -6.014796 2.068469 -1.128393 -0.0487 0.0057 -0.0470
H -5.960261 3.391671 -0.000985 0.0523 0.0976 0.0087
H -5.619675 1.224891 1.698661 0.1039 0.0705 0.0729
H -7.173842 1.950305 1.282007 -0.0703 -0.0647 0.0798
H -5.997677 -1.567365 0.920779 0.1731 -0.0385 -0.3872
H -3.133857 1.146963 3.035429 -0.3673 -0.1422 -0.0433
H -1.493690 3.302093 4.319849 -0.0932 0.2721 0.3558
C 6.935653 -5.998909 -0.957772 -0.0251 0.2286 0.1395
C 6.264527 -5.420485 -2.184991 0.0776 -0.2091 -0.0485
N 5.755581 -4.047845 -1.966484 0.0531 0.0166 -0.1029
C 5.811492 -3.308031 -0.809564 -0.0006 -0.1048 0.0585
C 5.187361 -2.130574 -1.058737 -0.0958 0.1003 -0.1458
N 4.767665 -2.168164 -2.367648 0.0089 0.0364 -0.0457
C 5.132204 -3.331251 -2.895684 -0.0564 -0.0120 0.0792
C 4.034586 -1.111209 -3.071226 0.0239 -0.0512 -0.0729
H 6.252202 -6.039196 -0.109376 -0.0197 -0.0784 -0.0189
H 7.261572 -7.012892 -1.173781 0.0013 -0.0149 -0.0395
H 7.810631 -5.416431 -0.668546 0.0391 -0.0427 -0.0316
H 5.416605 -6.036491 -2.480871 -0.0388 0.0367 0.0089
H 6.960916 -5.383786 -3.021346 0.0058 0.0608 -0.0026
H 6.285513 -3.687951 0.075729 -0.0335 0.0849 0.0568
H 4.992600 -1.265626 -0.450339 0.0911 -0.0640 0.1266
H 4.950454 -3.644341 -3.909705 -0.0275 -0.0149 -0.0061
H 3.085710 -1.503595 -3.427225 -0.0166 0.0116 0.0062
H 4.624852 -0.751397 -3.909689 0.0078 0.0304 0.0080
H 3.851842 -0.294108 -2.381514 0.0260 -0.0005 0.0343

=====

Record 3
15
Properties=species:S:1:pos:R:3:forces:R:3 method="wB97M-V/def2-TZVPD" spin_multiplicity=1 lumo_energy_ev=0.55 mol_weight_g_mol=109.13 e_above_lowest_kcal_mol=62.3 fmax_ha_per_bohr=0.116 total_energy_ev=-9766.686
H -3.138068 0.795744 0.091262 0.9949 -0.9603 0.1878
N -2.588201 -0.097819 0.104214 -0.3542 1.2152 -0.3520
C -1.321272 0.068466 -0.018953 -0.6728 -0.3991 0.1923
C -0.604108 1.349287 -0.025643 1.5255 0.0206 -0.5929
C 0.791332 1.451152 -0.051200 -1.6376 1.3597 0.4360
N 1.853726 0.588579 -0.046581 3.0791 4.6947 2.0255
C 1.800766 -0.755105 0.108082 -2.0674 -2.0806 -0.8423
C 0.649039 -1.468638 -0.022222 3.1451 -1.8581 0.9948
N -0.650251 -1.180084 -0.114055 -0.9645 2.5560 -0.1439
H -1.263931 2.273386 -0.106095 1.3020 -1.3460 0.2010
H 1.200605 2.464423 -0.002618 -0.4976 -0.1118 -0.1695
H 2.760922 1.148452 0.469810 -3.3213 -2.4499 -2.1035
H 2.711882 -1.272290 -0.085941 0.4993 -0.3440 0.3456
H 0.832351 -2.565519 0.046067 -0.2223 0.9031 -0.3056
H -1.305216 -1.889898 0.042086 -0.8082 -1.1995 0.1266

=====

Number 1: HOMO level -0.3766 Ha. Number 2: HOMO level -0.4411 Ha. Number 3: HOMO level -0.2677 Ha.